(1)
{"formula": "C6H12N4O", "method": "ωB97M-V with the def2-TZVPD basis set", "elements": ["C", "C", "C", "C", "C", "C", "N", "N", "N", "N", "O", "H", "H", "H", "H", "H", "H", "H", "H", "H", "H", "H", "H"], "xyz": [[-4.0256, 0.1415, 1.0923], [1.2641, -2.0663, -1.7747], [-1.8082, 2.8706, 1.4167], [1.0739, -0.7829, -0.9042], [-0.0539, -0.9591, 0.0650], [-0.3681, 0.2818, 0.9888], [-2.7293, -0.5627, 0.9112], [-3.7275, 1.4692, 1.3839], [-1.8525, 0.3835, 1.0843], [-2.3948, 1.5789, 1.2779], [-5.1114, -0.3548, 1.0356], [0.2617, -2.5624, -2.0082], [1.6873, -1.9508, -2.7069], [1.8263, -2.9184, -1.3502], [-2.6228, 3.5742, 1.7154], [-1.4190, 3.2461, 0.4634], [-1.1074, 2.9419, 2.2213], [2.0472, -0.5838, -0.3957], [0.8893, 0.0376, -1.6328], [-0.9863, -1.1509, -0.4232], [0.1812, -1.7748, 0.7604], [0.0628, 1.2252, 0.7112], [0.0224, -0.1452, 1.8676]], "atomic_forces_ev_per_a": [[2.130, 0.253, 0.315], [-2.332, -1.756, 1.750], [-0.500, 1.622, -0.122], [1.343, -0.528, -1.402], [0.088, 1.054, 0.701], [-0.874, -2.396, -1.437], [-0.744, 1.432, 0.631], [0.849, -0.254, -0.701], [0.773, 1.483, -0.307], [-2.340, -1.586, 0.600], [-0.758, -0.646, -0.162], [0.953, 0.864, 0.377], [1.096, 0.951, -2.017], [-0.075, 0.690, 0.497], [0.421, -0.894, -0.400], [0.188, -0.225, 0.238], [0.788, -0.267, 0.276], [-0.708, 0.112, -0.239], [0.013, -0.247, 0.675], [-0.296, -0.602, -0.545], [-0.256, -0.073, -0.434], [0.044, 0.293, -0.161], [0.194, 0.720, 1.867]], "homo_ev": -8.09, "orbital_gap_ev": 8.40, "energy_ha": -529.963079, "e_above_lowest_kcal_mol": 67.3}

***

(2)
{"formula": "C10H36N13O8", "method": "ωB97M-V with the def2-TZVPD basis set", "elements": ["O", "H", "C", "C", "C", "O", "C", "N", "H", "H", "H", "H", "H", "H", "H", "H", "H", "H", "H", "C", "O", "N", "N", "H", "H", "H", "H", "C", "O", "N", "N", "H", "H", "H", "H", "C", "O", "N", "N", "H", "H", "H", "H", "C", "O", "N", "N", "H", "H", "H", "H", "C", "O", "N", "N", "H", "H", "H", "H", "C", "O", "N", "N", "H", "H", "H", "H"], "xyz": [[0.5770, -1.1661, 1.0328], [0.3522, -0.2501, 0.7779], [0.1422, 4.8357, -5.0728], [-0.8738, 3.7873, -4.6866], [-0.5846, 3.1549, -3.2327], [0.6750, 2.3682, -3.1733], [0.7234, 1.5782, -2.0028], [-2.1974, 4.3946, -4.6995], [1.1482, 4.4288, -4.9705], [0.1097, 5.7413, -4.4671], [-0.0576, 5.0862, -6.1146], [-0.9517, 2.9910, -5.4267], [-1.3668, 2.4309, -3.0047], [-0.4883, 3.8886, -2.4324], [0.7165, 1.9860, -0.9920], [1.6621, 1.0243, -2.0067], [-0.0780, 0.8463, -2.1033], [-2.8757, 3.6523, -4.7946], [-2.3957, 5.0576, -5.4352], [4.8266, -1.3375, 0.0463], [6.0151, -0.9867, -0.0717], [3.8507, -0.7051, -0.4519], [4.5722, -2.5255, 0.4668], [4.0889, 0.1306, -0.9667], [2.9000, -0.9944, -0.2717], [5.3555, -3.1389, 0.6408], [3.6710, -2.9583, 0.3234], [2.0466, -1.5032, 3.8607], [2.6491, -1.6419, 4.9261], [2.5021, -1.6951, 2.6734], [0.8816, -1.0809, 3.7385], [3.4855, -1.8697, 2.5231], [1.8196, -1.5800, 1.9378], [0.5623, -1.0002, 2.7837], [0.3308, -1.0410, 4.5842], [-1.9380, -3.1717, 4.2932], [-1.6990, -2.2638, 5.0484], [-2.6725, -4.1913, 4.4325], [-1.6867, -3.0664, 3.0156], [-2.4555, -4.9720, 3.8295], [-2.8068, -4.4769, 5.3919], [-1.1038, -2.3157, 2.6738], [-1.8617, -3.8669, 2.4251], [-1.9326, 3.5677, 1.1336], [-3.0924, 3.5226, 1.5286], [-1.2303, 4.5681, 1.0064], [-1.2169, 2.5152, 0.9234], [-0.3128, 4.4274, 0.6083], [-1.5474, 5.5246, 1.0738], [-0.3182, 2.7837, 0.5490], [-1.5895, 1.5843, 1.0445], [0.2319, -3.9948, -0.7908], [0.1252, -5.0087, -1.4981], [-0.3339, -3.8652, 0.3524], [0.8543, -2.8270, -0.9612], [0.0469, -3.0474, 0.8067], [-0.7296, -4.7096, 0.7404], [1.2171, -2.6584, -1.8886], [0.7748, -2.1315, -0.2332], [-2.8672, -0.3315, -0.0306], [-3.9755, 0.0156, -0.2629], [-2.1826, -0.0102, 1.0062], [-2.0427, -0.9787, -0.8194], [-1.2580, -0.3857, 1.1620], [-2.6978, 0.3944, 1.7749], [-2.3547, -1.2201, -1.7492], [-1.1384, -1.3183, -0.5244]], "atomic_forces_ev_per_a": [[-1.298, 1.114, -0.819], [0.742, -0.580, 0.082], [0.429, -0.500, -0.248], [0.138, -0.045, 1.341], [0.949, -0.828, -1.069], [-0.779, 1.562, -0.012], [0.174, -1.350, -0.813], [-0.774, -0.207, 1.018], [0.049, 0.002, -0.211], [-0.349, -0.077, 0.118], [0.297, 0.254, -0.075], [1.016, -0.405, 0.109], [-0.387, 0.219, 0.129], [-0.454, 0.396, -0.224], [-0.389, 1.027, -0.243], [0.112, -0.033, -0.403], [-0.186, -0.209, 0.536], [-0.316, 0.105, 0.147], [0.541, 0.008, -0.122], [6.072, -0.186, -1.040], [-0.232, 0.786, 0.380], [-4.224, 3.572, -1.963], [-1.130, -4.831, 2.257], [-0.435, -0.075, 0.303], [-0.031, 0.398, -0.145], [-0.222, 0.307, 0.053], [0.129, 0.013, 0.097], [4.489, -0.914, 3.270], [0.566, -0.347, 0.602], [4.277, -1.838, -3.530], [-7.388, 2.536, 1.697], [-0.366, -0.064, -0.008], [0.751, 0.114, -0.800], [-0.998, 0.346, 0.321], [-0.451, 0.111, -0.464], [1.553, 4.902, -1.262], [0.358, 0.625, 2.177], [-3.667, -6.542, 3.508], [1.998, 0.738, -4.309], [-0.324, 0.005, 0.229], [-0.224, -0.091, 0.006], [-0.007, -0.283, -0.013], [0.177, 0.722, -0.225], [-6.234, -4.417, 2.431], [-0.925, 0.380, 0.073], [5.144, 9.386, -1.452], [2.547, -2.995, -1.046], [-0.208, 0.829, 0.241], [-0.228, -0.448, 0.019], [-0.035, -1.700, 0.148], [0.334, 0.120, -0.597], [0.255, -1.879, -2.785], [0.603, 1.096, -0.188], [-2.544, -1.082, 4.149], [2.326, 0.074, -4.179], [-1.041, -0.515, 1.667], [0.235, 0.475, 0.441], [0.130, 0.299, 0.294], [0.294, 1.200, 0.035], [0.361, -0.332, -1.529], [-3.240, 0.554, -0.821], [1.233, 1.686, 6.017], [1.180, -2.386, -4.201], [-0.268, -0.378, 0.418], [0.042, -0.282, 0.231], [0.077, -0.123, 0.282], [-0.227, -0.020, -0.029]], "homo_ev": -6.27, "total_charge": -1, "orbital_gap_ev": 8.51, "energy_ha": -1716.479100, "e_above_lowest_kcal_mol": 36.7}

***

(3)
{"formula": "C32H38BF6N2S5Y", "method": "ωB97M-V with the def2-TZVPD basis set", "elements": ["Y", "C", "C", "S", "C", "C", "S", "C", "C", "S", "H", "H", "H", "H", "H", "H", "H", "H", "H", "H", "H", "H", "S", "C", "N", "C", "C", "N", "C", "C", "C", "C", "C", "C", "C", "C", "S", "C", "C", "C", "C", "C", "C", "C", "H", "H", "H", "H", "H", "H", "H", "H", "H", "H", "H", "H", "H", "H", "H", "H", "H", "H", "F", "C", "F", "H", "C", "C", "C", "C", "C", "C", "C", "H", "H", "H", "H", "H", "H", "H", "F", "B", "F", "F", "F"], "xyz": [[0.1985, -0.0598, 0.3958], [4.7709, -0.2947, 1.5173], [3.8270, -1.3593, 2.0581], [2.1554, -0.8559, 2.5084], [2.3729, 0.5227, 3.6602], [2.6991, 1.9192, 3.1146], [1.8376, 2.3927, 1.5872], [3.1763, 3.1037, 0.6022], [4.4509, 2.2796, 0.4305], [4.1934, 0.5392, 0.0077], [5.7213, -0.7813, 1.2937], [4.9730, 0.4609, 2.2756], [4.2784, -1.8207, 2.9387], [3.6617, -2.1380, 1.3151], [3.1407, 0.2349, 4.3818], [1.4274, 0.5577, 4.1965], [3.7646, 2.0241, 2.9286], [2.4363, 2.6456, 3.8843], [3.4305, 4.0817, 1.0172], [2.7026, 3.2830, -0.3636], [5.0784, 2.3340, 1.3193], [5.0298, 2.7337, -0.3754], [-1.7398, -0.1859, -1.8154], [-2.1291, 1.4022, -1.5216], [-3.3026, 1.8204, -1.0780], [-3.5546, 3.2361, -0.8560], [-2.8951, 4.0404, -1.9454], [-1.4736, 3.6936, -2.0083], [-0.5387, 4.7735, -2.2969], [-0.0599, 5.5133, -1.0650], [0.6350, 6.7060, -1.2475], [1.1276, 7.4046, -0.1575], [0.9233, 6.9186, 1.1294], [0.2275, 5.7347, 1.3155], [-0.2626, 5.0328, 0.2212], [-1.0590, 2.4673, -1.7315], [0.5521, 2.0576, -1.5977], [-4.2653, 0.9050, -0.4534], [-5.5273, 0.7751, -1.2610], [-5.4634, 0.4759, -2.6188], [-6.6267, 0.3287, -3.3577], [-7.8654, 0.4758, -2.7456], [-7.9345, 0.7692, -1.3920], [-6.7676, 0.9207, -0.6538], [-3.1798, 3.5190, 0.1331], [-4.6331, 3.3921, -0.8803], [-2.9625, 5.1030, -1.7172], [-3.3712, 3.8567, -2.9125], [-1.0464, 5.4611, -2.9762], [0.3114, 4.3454, -2.8288], [0.7918, 7.0876, -2.2507], [1.6667, 8.3305, -0.3109], [1.3039, 7.4658, 1.9822], [0.0685, 5.3344, 2.3082], [-0.7776, 4.0964, 0.3956], [-4.4811, 1.3001, 0.5433], [-3.7786, -0.0609, -0.3249], [-4.4965, 0.3408, -3.0912], [-6.5683, 0.0894, -4.4117], [-8.7732, 0.3578, -3.3227], [-8.8959, 0.8815, -0.9080], [-6.8200, 1.1417, 0.4061], [2.4859, -2.2438, -0.5201], [1.6802, -1.2664, -1.1727], [0.9003, -2.0272, -2.0617], [2.3923, -0.7491, -1.8277], [-0.8920, -2.1598, 0.7509], [-2.3412, -2.1078, 1.0666], [-3.3190, -2.5195, 0.1444], [-4.6742, -2.4086, 0.4111], [-5.1143, -1.8736, 1.6163], [-4.1672, -1.4758, 2.5509], [-2.8116, -1.5986, 2.2841], [-0.6886, -2.7532, -0.1438], [-0.3136, -2.5826, 1.5822], [-2.9937, -2.9417, -0.7998], [-5.3932, -2.7401, -0.3296], [-6.1724, -1.7833, 1.8282], [-4.4843, -1.0571, 3.4985], [-2.0949, -1.2766, 3.0310], [-1.5538, 1.6313, 1.0167], [-1.4173, 1.7271, 2.4681], [-0.4052, 0.7112, 2.7074], [-0.9283, 2.9698, 2.7976], [-2.5874, 1.4199, 3.0797]], "atomic_forces_ev_per_a": [[0.164, 0.083, -0.092], [0.004, -0.010, 0.026], [0.034, 0.017, -0.028], [-0.103, 0.062, 0.016], [0.018, -0.013, 0.006], [0.004, 0.000, -0.062], [0.021, -0.021, 0.035], [-0.049, -0.017, 0.033], [0.007, 0.047, -0.028], [-0.004, -0.014, 0.000], [0.002, -0.005, 0.000], [-0.005, -0.013, -0.019], [0.014, 0.009, 0.000], [0.001, 0.006, 0.013], [-0.009, -0.002, 0.007], [-0.010, -0.030, -0.017], [0.001, -0.018, -0.006], [0.002, -0.004, 0.010], [-0.007, 0.005, -0.010], [-0.004, 0.006, -0.008], [0.015, -0.022, 0.000], [0.014, -0.007, 0.014], [0.031, -0.056, 0.010], [0.099, 0.088, -0.039], [-0.052, -0.008, 0.111], [-0.015, -0.013, -0.015], [0.066, -0.039, 0.025], [-0.059, 0.063, -0.007], [0.023, -0.056, -0.025], [-0.048, -0.003, 0.008], [0.013, 0.015, 0.022], [-0.013, -0.021, 0.009], [-0.012, 0.003, -0.023], [0.026, 0.021, 0.028], [0.014, -0.001, -0.035], [-0.017, -0.041, -0.025], [-0.035, 0.036, -0.020], [-0.018, 0.028, 0.007], [-0.007, -0.014, 0.020], [-0.004, -0.003, -0.027], [-0.004, -0.001, 0.000], [0.005, 0.002, 0.016], [0.020, -0.002, -0.012], [-0.028, -0.004, -0.011], [-0.004, 0.027, -0.003], [-0.001, -0.010, -0.007], [-0.012, 0.000, 0.010], [0.008, -0.009, -0.004], [0.003, 0.006, 0.012], [-0.002, 0.009, 0.006], [0.008, 0.005, 0.004], [0.000, 0.002, 0.001], [0.002, 0.000, 0.000], [-0.007, -0.015, -0.015], [0.005, 0.004, -0.002], [0.021, 0.011, -0.018], [-0.008, 0.002, -0.007], [-0.008, -0.001, 0.002], [0.000, 0.001, 0.001], [-0.001, 0.000, -0.001], [-0.004, 0.000, -0.002], [0.005, 0.001, 0.001], [0.021, -0.011, 0.036], [-0.094, 0.035, -0.046], [0.028, 0.001, 0.030], [0.009, -0.012, -0.042], [-0.243, 0.104, 0.097], [0.062, -0.095, -0.024], [0.103, -0.048, -0.042], [-0.002, 0.000, 0.000], [0.013, -0.003, 0.010], [-0.013, 0.015, 0.013], [0.009, 0.030, -0.006], [0.007, -0.038, 0.028], [-0.040, -0.009, 0.039], [-0.010, 0.005, -0.006], [0.001, 0.000, -0.003], [-0.002, -0.001, -0.004], [0.009, -0.003, 0.007], [-0.004, 0.006, 0.004], [0.110, 0.033, 0.034], [0.139, 0.008, -0.010], [-0.029, -0.047, -0.016], [-0.091, -0.069, 0.002], [-0.079, 0.012, 0.013]], "homo_ev": -6.71, "orbital_gap_ev": 5.73, "energy_ha": -4005.325386, "e_above_lowest_kcal_mol": 4.7}

***

(4)
{"formula": "C4H4N2O2", "method": "ωB97M-V with the def2-TZVPD basis set", "elements": ["O", "C", "N", "C", "N", "C", "C", "O", "H", "H", "H", "H"], "xyz": [[-1.2756, 1.7307, -0.3203], [-0.3915, 0.9692, -0.0615], [0.8839, 1.2703, 0.4915], [1.8161, 0.3451, -0.0206], [1.6304, -0.8930, -0.2820], [0.2405, -1.3186, -0.0598], [-0.8483, -0.4893, 0.1329], [-1.9931, -1.0328, 0.1345], [2.9284, 0.5272, -0.1462], [2.5472, -1.4216, 0.2590], [0.0455, -2.4247, -0.2119], [-1.8729, -1.9439, 0.1740]], "atomic_forces_ev_per_a": [[0.192, 1.530, -0.822], [-2.177, -1.317, 3.346], [2.505, -2.526, -4.360], [0.314, 6.185, 2.815], [-0.591, -5.049, 1.879], [0.492, -1.821, -0.153], [8.067, 0.005, -1.741], [-4.244, 2.299, 0.294], [-1.371, 0.971, 0.843], [-3.709, 1.115, -2.432], [0.571, 1.300, 0.247], [-0.048, -2.690, 0.082]], "smiles": "O=c1nc[nH]cc1O", "homo_ev": -9.11, "orbital_gap_ev": 9.08, "energy_ha": -414.695078, "e_above_lowest_kcal_mol": 94.8}

***

(5)
{"formula": "C12H17I", "method": "ωB97M-V with the def2-TZVPD basis set", "elements": ["C", "C", "C", "C", "C", "C", "C", "C", "C", "C", "C", "C", "I", "H", "H", "H", "H", "H", "H", "H", "H", "H", "H", "H", "H", "H", "H", "H", "H", "H"], "xyz": [[2.9879, 0.9591, 0.5968], [2.3484, -0.0791, 1.3088], [2.3039, 1.6647, -0.3298], [1.0073, -0.3318, 1.1295], [0.4663, -3.2058, -0.9933], [0.4548, -1.9305, -1.2844], [0.9186, 1.3196, -0.6973], [0.2414, 0.3586, 0.1946], [-1.6863, 1.5858, 1.0793], [-1.8412, -0.8948, 0.9269], [-1.9028, 0.4508, -1.1485], [-1.2739, 0.3545, 0.2451], [1.0940, -1.1444, -3.1359], [4.0159, 1.1982, 0.8269], [2.9054, -0.6453, 2.0390], [2.7730, 2.4704, -0.8740], [0.5410, -1.0778, 1.7520], [0.7595, -4.0026, -1.6688], [0.1549, -3.5357, -0.0138], [0.3170, 2.2112, -0.8916], [0.9846, 0.8233, -1.7147], [-1.4443, 2.5153, 0.5672], [-1.1742, 1.5800, 2.0406], [-2.7600, 1.5639, 1.2570], [-2.9254, -0.8974, 0.8351], [-1.4549, -1.7891, 0.4459], [-1.5990, -0.9214, 1.9863], [-1.6838, -0.4518, -1.7137], [-1.5436, 1.3107, -1.7062], [-2.9846, 0.5417, -1.0590]], "atomic_forces_ev_per_a": [[0.090, 0.576, -0.444], [-0.407, -0.273, 0.254], [0.428, -0.128, 0.204], [0.318, -0.063, 0.380], [0.006, -0.467, -0.056], [0.139, 1.181, -0.146], [-0.026, -0.032, -0.319], [-0.335, -0.850, -0.500], [0.104, -0.090, -0.081], [0.172, 0.157, -0.051], [0.093, -0.043, 0.127], [-0.270, -0.035, 0.076], [-0.024, -0.403, -0.069], [0.085, 0.051, -0.053], [0.039, -0.079, 0.068], [0.101, 0.070, -0.046], [-0.103, -0.084, 0.033], [0.065, 0.050, -0.109], [-0.104, 0.025, 0.306], [-0.057, 0.000, 0.023], [-0.160, 0.310, 0.370], [0.022, 0.096, -0.030], [-0.014, 0.027, 0.102], [-0.092, 0.024, 0.000], [-0.095, 0.034, 0.010], [0.004, -0.113, -0.022], [0.015, -0.040, 0.138], [0.028, -0.045, -0.098], [0.047, 0.105, -0.117], [-0.068, 0.038, 0.050]], "homo_ev": [-6.80, -7.79], "orbital_gap_ev": [5.89, 7.41], "energy_ha": -764.981907, "e_above_lowest_kcal_mol": 30.6}

***

(6)
{"formula": "C6H14N3", "method": "ωB97M-V with the def2-TZVPD basis set", "elements": ["N", "C", "C", "N", "C", "C", "C", "C", "N", "H", "H", "H", "H", "H", "H", "H", "H", "H", "H", "H", "H", "H", "H"], "xyz": [[1.0358, 1.8917, -0.2481], [0.5826, 0.6085, -0.0022], [1.6638, -0.2708, 0.8108], [0.8618, -1.4783, 0.9715], [0.5761, -1.7766, -0.5005], [0.1386, -0.3371, -1.0270], [-1.3822, -0.0303, -1.0936], [-1.9764, 0.3938, 0.2225], [-0.6993, 0.7426, 1.0041], [1.9744, 2.1796, 0.1277], [0.5087, 2.5738, -0.7507], [2.5479, -0.2300, 0.1589], [1.9257, 0.2666, 1.8228], [1.3098, -2.2428, 1.4932], [-0.2739, -2.5361, -0.6238], [1.4036, -2.1357, -0.9785], [0.5945, -0.1864, -2.0770], [-2.0154, -0.7324, -1.6986], [-1.2533, 0.8304, -1.7538], [-2.4771, 1.2965, 0.3233], [-2.3772, -0.4943, 0.6275], [-0.6947, 1.6209, 1.3768], [-0.5324, 0.0542, 1.7837]], "atomic_forces_ev_per_a": [[1.997, 0.560, 0.482], [2.152, 0.370, 3.219], [-1.255, 2.661, 1.746], [0.742, -0.376, -1.392], [-4.072, 0.753, 2.295], [-0.970, -2.356, -1.762], [-0.101, 0.393, -3.201], [3.625, -1.087, 0.350], [0.787, -4.648, -0.681], [-1.781, -0.394, -0.691], [-0.015, 0.133, -0.385], [0.017, -0.698, 0.184], [-0.436, -1.176, -1.787], [-0.101, 0.470, -0.574], [1.214, 1.074, 0.299], [2.309, -0.803, -1.370], [-0.656, 0.065, 1.857], [0.648, 0.399, 0.854], [-0.939, 0.386, -0.073], [-1.946, 1.064, -0.557], [-1.037, -0.383, 1.105], [-0.010, 3.098, 1.076], [-0.170, 0.495, -0.994]], "smiles": "N[C@]12CNC[C@H]1CC[NH2+]2", "homo_ev": -13.65, "total_charge": 1, "orbital_gap_ev": 10.93, "energy_ha": -401.005400, "e_above_lowest_kcal_mol": 28.2}